Entry 1:
The following is a DFT calculation (wB97M-V/def2-TZVPD) of C34H25N5O8P2Se2W as an isolated structure.

Results
total energy = -210591.0227 eV
multiplicity = 3
energy above the lowest of the compared OMol25 structures with the same formula, charge and spin = 0.0 kcal/mol
charge = 0

Geometry (Å):
W (-0.72311, -3.75937, -0.67148)
C (-3.65063, -1.86089, -2.64385)
C (-3.76877, -2.62589, -1.39709)
N (-2.90451, -3.30989, -0.65604)
C (-3.56301, -3.68376, 0.49987)
C (-4.87285, -3.36394, 0.38539)
N (-4.96133, -2.66472, -0.78284)
C (-6.06704, -3.57155, 1.21949)
O (-5.86981, -4.13194, 2.40387)
O (-7.15485, -3.19108, 0.77846)
C (-2.68277, -4.26530, 1.50540)
O (-3.05821, -4.70995, 2.60162)
O (-1.42778, -4.31213, 1.14652)
H (-3.15687, -0.88053, -2.48391)
H (-4.67594, -1.70219, -3.06893)
H (-3.04446, -2.48381, -3.35430)
H (-5.82468, -2.23970, -1.10110)
H (-4.92300, -4.44435, 2.54343)
O (-0.37260, -3.66149, -4.69567)
C (-0.61209, -3.85184, -3.51055)
O (-0.66211, -2.95718, -2.51799)
C (-1.11182, -5.30069, -3.08502)
O (-1.60886, -6.05417, -3.89713)
O (-0.99145, -5.43607, -1.71701)
Se (2.43919, 1.18894, 3.42760)
P (0.87108, 1.72086, 1.99921)
C (1.15911, 3.14132, 0.85297)
C (0.12339, 3.36200, -0.03495)
C (0.30043, 4.28059, -1.03878)
C (1.52362, 5.02909, -1.12770)
C (2.47384, 4.86911, -0.11806)
C (2.27237, 3.96322, 0.92901)
C (-0.45066, 2.44159, 3.10277)
C (-0.94990, 3.76398, 2.99596)
C (-2.09453, 4.08430, 3.70397)
C (-2.70606, 3.19228, 4.56951)
C (-2.10232, 1.96243, 4.77711)
C (-0.96902, 1.58834, 4.05361)
C (0.19444, 0.37793, 1.02780)
C (0.73350, -0.63105, 0.19468)
N (-0.23965, -1.67365, 0.12005)
N (-1.26177, -1.26117, 0.86049)
N (-1.08067, -0.09561, 1.39860)
P (2.22332, -0.84965, -0.83190)
Se (1.52511, -4.11351, -0.19841)
C (3.75773, -0.47422, 0.05358)
C (4.63525, -1.58471, 0.18045)
C (5.71138, -1.52793, 1.04635)
C (6.01633, -0.30577, 1.65079)
C (5.19111, 0.80272, 1.48869)
C (4.10449, 0.74333, 0.59428)
C (2.00627, 0.34597, -2.12878)
C (0.75477, 0.57843, -2.70246)
C (0.62293, 1.45884, -3.75293)
C (1.76174, 2.12698, -4.25443)
C (3.00124, 1.91823, -3.64419)
C (3.15543, 1.03708, -2.56256)
H (-0.81077, 2.82402, 0.09550)
H (-0.47525, 4.47717, -1.80019)
H (1.69656, 5.68624, -1.97670)
H (3.41904, 5.41258, -0.16527)
H (3.00033, 3.85034, 1.73003)
H (-0.51480, 4.47430, 2.29896)
H (-2.51829, 5.06045, 3.50215)
H (-3.68567, 3.42626, 5.02538)
H (-2.57403, 1.25042, 5.46005)
H (-0.53751, 0.58774, 4.18659)
H (4.45167, -2.47308, -0.44509)
H (6.36138, -2.42869, 1.19469)
H (6.93201, -0.20269, 2.22500)
H (5.39541, 1.71490, 2.01792)
H (3.52745, 1.66328, 0.39815)
H (-0.13399, 0.04705, -2.33720)
H (-0.31505, 1.63930, -4.25899)
H (1.70032, 2.77713, -5.13081)
H (3.91932, 2.41012, -4.01668)
H (4.14689, 0.80527, -2.13698)

=====

Entry 2:
The following is a DFT calculation (wB97M-V/def2-TZVPD) of C34H26Br2IrN6O4SSe as an isolated structure.

Results
total energy = -271914.5004 eV
energy above the lowest of the compared OMol25 structures with the same formula, charge and spin = 23.2 kcal/mol
charge = +1

Geometry (Å):
Ir (-0.53247, -0.35296, 0.47485)
C (0.02440, 0.84200, 4.75903)
C (-0.59738, 0.44436, 3.57050)
N (0.04525, -0.09445, 2.54843)
C (1.39738, -0.23578, 2.68968)
C (2.10096, 0.11702, 3.84451)
C (1.37282, 0.67810, 4.90589)
C (3.52287, -0.07944, 3.89169)
C (4.19610, -0.57824, 2.83461)
C (3.50573, -0.91241, 1.62327)
C (4.14619, -1.35411, 0.45294)
C (3.40156, -1.58339, -0.67531)
C (2.02049, -1.37774, -0.64333)
N (1.39879, -0.99902, 0.46070)
C (2.12210, -0.74397, 1.57169)
H (-0.58050, 1.28364, 5.53752)
H (-1.65074, 0.57809, 3.46507)
H (1.88223, 0.98580, 5.81020)
H (4.04601, 0.19586, 4.79835)
H (5.26953, -0.71062, 2.87341)
H (5.22096, -1.48513, 0.44561)
H (3.86389, -1.88924, -1.60273)
H (1.39928, -1.49096, -1.52231)
C (-3.69433, 0.24911, 2.16820)
C (-3.72609, 0.36183, 0.68669)
C (-4.94727, 0.73073, 0.08500)
C (-5.07384, 0.78089, -1.26324)
C (-3.97019, 0.43910, -2.07009)
C (-4.00295, 0.38449, -3.48456)
Br (-5.58981, 0.81461, -4.41729)
C (-2.89968, 0.01206, -4.19469)
C (-1.71229, -0.30008, -3.52221)
Br (-0.19040, -0.82295, -4.51058)
C (-1.60994, -0.22335, -2.15004)
O (-0.49199, -0.46638, -1.51610)
C (-2.76922, 0.12095, -1.41011)
N (-2.65028, 0.08881, -0.03258)
H (-4.70018, 0.10055, 2.55564)
H (-3.30471, 1.17713, 2.59259)
H (-3.08244, -0.60350, 2.45731)
H (-5.78003, 0.97284, 0.72956)
H (-6.00974, 1.06142, -1.72547)
H (-2.93240, -0.04317, -5.27347)
O (-2.11975, 3.40113, 1.95427)
S (-1.61814, 3.20531, 0.61764)
O (-2.59460, 3.03016, -0.42479)
N (-0.52557, 1.98714, 0.61928)
C (0.70844, 2.40071, 0.21570)
O (1.67852, 1.65896, 0.10552)
C (0.76241, 3.87232, -0.03668)
C (1.84856, 4.63220, -0.42939)
C (1.65815, 5.99663, -0.60702)
C (0.41184, 6.58109, -0.39507)
C (-0.68083, 5.81768, -0.00143)
C (-0.46768, 4.46557, 0.16690)
H (2.80988, 4.16463, -0.59379)
H (2.48797, 6.61805, -0.91628)
H (0.29169, 7.64621, -0.54130)
H (-1.65273, 6.26303, 0.16140)
C (0.70666, -4.10138, 2.57703)
N (0.78529, -4.28370, 1.13308)
C (1.71962, -5.05801, 0.48413)
C (1.45005, -4.97640, -0.83907)
N (0.35716, -4.15382, -0.97733)
C (-0.26130, -3.77110, -2.24805)
C (-0.03884, -3.72706, 0.23168)
Se (-1.50927, -2.58056, 0.53138)
H (1.04923, -5.01190, 3.06137)
H (-0.32685, -3.90241, 2.84722)
H (1.33044, -3.26478, 2.88567)
H (2.47978, -5.60213, 1.01537)
H (1.92918, -5.43846, -1.68342)
H (0.20068, -4.35831, -3.03654)
H (-0.11208, -2.70855, -2.43435)
H (-1.32750, -3.97552, -2.21287)

=====

Entry 3:
The following is a DFT calculation (wB97M-V/def2-TZVPD) of C34H26BrIN6OPbS2 as an isolated structure.

Results
total energy = -151716.0828 eV
energy above the lowest of the compared OMol25 structures with the same formula, charge and spin = 26.3 kcal/mol
charge = +2

Geometry (Å):
Pb (-0.35526, 0.62924, 0.30804)
O (-1.36676, 4.65044, 1.81974)
C (-1.18046, 3.65124, 1.14244)
N (-0.75616, 2.47514, 1.61364)
C (-0.25866, 2.44774, 2.96134)
C (1.08394, 1.76304, 3.03694)
C (1.90024, 1.92204, 4.15544)
C (3.15264, 1.33344, 4.15584)
C (3.56234, 0.61404, 3.04044)
C (2.67694, 0.47434, 1.98774)
N (1.46804, 1.02414, 2.00604)
C (-1.42896, 3.70524, -0.33996)
C (-2.01956, 4.85224, -0.85836)
C (-2.16636, 4.96194, -2.22976)
C (-1.70656, 3.93244, -3.03696)
C (-1.14156, 2.82034, -2.42896)
N (-1.02366, 2.70814, -1.11396)
H (-0.95836, 1.90424, 3.60914)
H (-0.17036, 3.46924, 3.34904)
H (1.55964, 2.50144, 4.99924)
H (3.80854, 1.44224, 5.00724)
H (4.54094, 0.16654, 2.99034)
H (2.93114, -0.08766, 1.09974)
H (-2.33256, 5.62094, -0.17016)
H (-2.61316, 5.84514, -2.65756)
H (-1.76886, 3.99584, -4.11216)
H (-0.77706, 1.99564, -3.02446)
N (-2.77826, -1.84766, 3.21514)
C (-1.60806, -2.40336, 3.67254)
C (-1.33946, -3.35256, 4.64814)
C (-0.01616, -3.69506, 4.83304)
C (1.00534, -3.11966, 4.06884)
C (0.74684, -2.17956, 3.09684)
C (-0.58086, -1.81216, 2.90074)
N (-1.15006, -0.93006, 2.01854)
C (-2.45516, -0.98026, 2.22654)
C (-3.38376, -0.19716, 1.45364)
C (-4.75246, -0.15126, 1.54664)
S (-5.39576, 0.94194, 0.39974)
C (-3.80186, 1.26254, -0.14106)
N (-2.87196, 0.61384, 0.48214)
H (-3.69956, -2.05546, 3.56744)
H (-2.12716, -3.80776, 5.22654)
H (0.23934, -4.42936, 5.58004)
H (2.02114, -3.43356, 4.24254)
H (1.53154, -1.75186, 2.49754)
H (-5.40396, -0.68246, 2.21154)
H (-3.60586, 1.94544, -0.94306)
S (-1.35196, -0.42946, -2.42606)
C (-1.92986, -1.93286, -3.01856)
C (-1.06006, -2.79356, -3.71426)
C (-1.55086, -3.94296, -4.29206)
C (-2.90886, -4.24656, -4.20316)
C (-3.77606, -3.40056, -3.51086)
C (-3.29466, -2.26076, -2.90866)
H (-0.01776, -2.52856, -3.80256)
H (-0.88056, -4.60536, -4.81806)
H (-3.29586, -5.13496, -4.67886)
H (-4.82916, -3.63006, -3.44656)
H (-3.95296, -1.59276, -2.37506)
Br (3.79184, -1.73886, -1.09716)
C (4.72254, -0.82686, -2.46806)
C (5.92414, -1.34816, -2.92186)
C (6.60774, -0.71566, -3.94546)
C (6.09604, 0.44704, -4.50516)
C (4.90554, 0.97884, -4.03876)
C (4.21254, 0.34084, -3.02316)
I (2.38004, 1.16444, -2.36206)
H (6.31484, -2.25006, -2.47596)
H (7.53334, -1.13626, -4.30696)
H (6.61664, 0.94134, -5.31086)
H (4.50914, 1.88844, -4.46406)

=====

The highest energy above the lowest of the compared OMol25 structures with the same formula, charge and spin belongs to which entry?
C34H26BrIN6OPbS2

=====

Which of these has the lowest total energy?
C34H26Br2IrN6O4SSe

=====

Which of these has the lowest energy above the lowest of the compared OMol25 structures with the same formula, charge and spin?
C34H25N5O8P2Se2W